112
Properties=species:S:1:pos:R:3:mulliken_charge:R:1 method="wB97M-V/def2-TZVPD" homo_lumo_gap_ev=9.4601 e_lumo_ev=0.43 de_lowest_kcal_mol=56.4 smiles="CN(C)C=O.CN(C)C=O.CN(C)C=O.CN(C)C=O.CN(C)C=O.CN(C)C=O.ClCCCl.ClCCCl.ClCCCl.ClCCCl.ClCCCl"
C 15.08456 13.08579 7.39221 -0.5356
N 15.49887 12.08896 8.47154 0.2619
C 15.83998 10.74301 8.09955 -1.1205
C 15.25286 12.47050 9.74557 0.5563
O 15.41434 11.73983 10.69453 -0.7128
H 15.93272 13.23820 6.66790 0.3361
H 14.87887 14.01711 7.90568 -0.0910
H 14.15287 12.70858 6.97248 0.2741
H 16.47436 10.29161 8.86047 0.3936
H 15.01957 10.08354 7.89823 0.2314
H 16.46896 10.85324 7.22478 0.4003
H 14.96340 13.56669 9.74249 -0.0309
C 6.76930 13.76343 7.51319 -1.2180
N 7.47521 14.36711 8.57812 0.4509
C 6.77196 14.62912 9.79548 -0.9544
C 8.67404 14.97812 8.33749 0.0294
O 9.48770 15.34356 9.17529 -0.5798
H 7.36616 13.42557 6.73664 0.3999
H 5.92036 14.34546 6.99668 0.2662
H 6.36223 12.88936 7.94463 0.4562
H 6.56784 13.68722 10.25690 0.2843
H 7.39712 15.29790 10.44827 0.2565
H 5.84571 15.09285 9.50940 0.3416
H 8.89215 15.07571 7.23987 0.2667
C 9.33595 11.25026 8.36864 -1.0046
N 10.66028 11.73826 7.92670 0.5933
C 11.08774 11.40474 6.52484 -0.9264
C 11.43171 12.31285 8.87059 -0.4636
O 12.62375 12.61981 8.76808 -0.0934
H 9.08967 11.75119 9.27195 0.3383
H 9.33119 10.18173 8.60493 0.2006
H 8.63001 11.51684 7.61462 0.3542
H 11.69486 10.49805 6.37850 0.2512
H 10.18275 11.40859 5.96766 0.3812
H 11.62403 12.25137 6.08358 0.2110
H 10.90818 12.47550 9.79492 0.2475
C 12.40632 16.21556 8.00995 -1.1779
N 11.47716 16.18352 6.89053 0.5667
C 11.88165 15.44890 5.67196 -0.8926
C 10.51617 17.03329 6.69232 0.0845
O 9.78721 17.15927 5.72835 -0.6312
H 13.45466 16.24583 7.63853 0.4187
H 12.14104 15.41947 8.71454 0.2034
H 12.26388 17.18261 8.54169 0.3108
H 11.03267 15.23344 5.08330 0.3496
H 12.48079 16.15622 5.07864 0.3567
H 12.41771 14.55104 5.97744 0.0943
H 10.37108 17.70509 7.59230 0.2532
C 18.26523 17.21729 10.04772 -0.9794
N 17.32919 16.09585 10.16764 0.2127
C 17.48405 15.14821 11.29337 -0.6486
C 16.23562 16.23518 9.43241 -0.0456
O 15.19660 15.55402 9.46912 -0.6758
H 18.19888 17.86080 9.11259 0.3171
H 19.25911 16.76935 9.98938 0.3525
H 18.11856 17.91349 10.86955 0.3565
H 18.20671 14.34787 11.11198 0.2960
H 17.88724 15.63662 12.20662 0.3292
H 16.58498 14.59244 11.59456 -0.0129
H 16.35490 17.03348 8.73152 0.3493
C 8.79417 9.34225 14.09504 -1.0218
N 8.87734 10.05132 12.81415 0.3587
C 9.87050 9.75837 11.77212 -0.6876
C 7.85230 10.85227 12.42931 -0.1430
O 7.72189 11.48320 11.38761 -0.5444
H 7.75257 9.16943 14.32567 0.4154
H 9.30061 9.83112 14.90570 0.2635
H 9.24631 8.36557 13.90771 0.3440
H 10.58041 9.07014 12.17107 0.4296
H 9.33759 9.28451 10.93590 0.2919
H 10.42066 10.68498 11.45985 -0.0559
H 6.97944 10.90880 13.10358 0.3415
Cl 10.32994 18.85672 15.86632 -0.2145
C 9.18149 17.53402 15.34183 -0.4988
C 9.75546 16.14412 15.32496 0.1296
Cl 8.45144 15.02002 14.81162 -0.2101
H 8.73410 17.80875 14.39649 0.3318
H 8.41973 17.55531 16.07819 0.3358
H 10.01638 15.73419 16.28670 0.2804
H 10.53466 15.94875 14.62349 -0.1422
Cl 11.82239 12.56825 13.51776 -0.0973
C 12.87594 12.98324 12.09560 -0.4471
C 12.50195 14.24215 11.43917 1.5303
Cl 12.66753 15.71711 12.46755 -0.2842
H 12.95614 12.16498 11.39413 -0.0182
H 13.85839 12.92206 12.45683 0.5759
H 11.45302 14.30358 11.02900 0.0725
H 13.18585 14.46094 10.59450 -1.1106
Cl 13.69361 16.88759 16.41015 -0.1857
C 14.24317 15.19716 16.09105 -0.0277
C 15.26894 15.27191 15.00701 -0.3888
Cl 16.01208 13.60529 14.75923 -0.2269
H 13.43506 14.61981 15.65305 0.0175
H 14.62097 14.76277 17.04797 0.2763
H 16.06628 15.88173 15.32423 0.4880
H 14.88495 15.58390 14.03357 0.0480
Cl 12.05977 12.00168 17.69054 -0.2122
C 13.51031 11.32619 16.82131 0.3652
C 14.49288 10.70160 17.78104 -0.5458
Cl 15.75640 11.82810 18.48099 -0.2079
H 13.97376 12.09165 16.15150 -0.1592
H 13.11085 10.53423 16.22887 0.0649
H 15.08833 9.83886 17.36480 0.2895
H 14.02657 10.28076 18.64523 0.3864
Cl 12.86483 8.93663 10.45252 -0.1860
C 14.48034 9.02623 11.15737 0.1258
C 14.36176 9.52630 12.66096 0.4539
Cl 13.29179 8.57581 13.65316 -0.2059
H 15.05079 9.73674 10.52327 -0.4462
H 14.95080 8.06005 11.10851 0.5445
H 13.97400 10.55813 12.60834 -0.7311
H 15.36920 9.60378 13.16717 0.3992

17
Properties=species:S:1:pos:R:3:nbo_charge:R:1 method="wB97M-V/def2-TZVPD" homo_lumo_gap_ev=9.4456 e_lumo_ev=1.01 de_lowest_kcal_mol=39.9 smiles=CNCCCO
C -1.61254 -1.73035 -1.30676 -0.4117
N -1.68546 -0.33459 -0.95715 -0.6398
C -0.45164 0.42438 -0.93895 -0.2114
C 0.22732 0.26885 0.44840 -0.4527
C 1.66124 0.72807 0.62109 -0.0630
O 1.93227 0.80601 2.05231 -0.7365
H -2.64646 -2.11291 -1.29828 0.1990
H -1.16191 -1.93619 -2.27385 0.1973
H -1.17681 -2.37288 -0.51601 0.1579
H -2.29313 -0.15561 -0.17823 0.3594
H 0.19280 0.14864 -1.78215 0.1942
H -0.67428 1.47173 -1.17054 0.1855
H -0.50453 0.50923 1.21986 0.2049
H 0.29296 -0.81946 0.56772 0.2046
H 1.88612 1.72930 0.23449 0.1594
H 2.47388 0.06927 0.33443 0.1935
H 1.31052 1.38952 2.50155 0.4595

62
Properties=species:S:1:pos:R:3:mulliken_spin:R:1 method="wB97M-V/def2-TZVPD" homo_lumo_gap_ev="2.0903 / 5.6389" charge=-1 spin_multiplicity=2 e_lumo_ev="2.32 / 2.32" de_lowest_kcal_mol=0.0
Hg -9.74371 -3.35294 14.21421 -0.0049
C -10.96019 -4.20002 17.73195 0.0014
N -10.44815 -5.08276 16.59164 -0.0036
C -9.25758 -5.85463 16.99757 0.0027
C -7.90033 -5.17282 17.16116 0.0003
C -6.77517 -5.99430 17.06676 -0.0022
C -5.49920 -5.42492 17.26658 0.0004
C -5.38668 -4.06108 17.57988 0.0001
C -6.58529 -3.33589 17.62339 0.0039
N -7.78583 -3.89896 17.47274 -0.0023
C -11.48109 -6.04062 16.12819 0.0044
C -12.78066 -5.44391 15.59097 -0.0071
C -13.86229 -6.36945 15.49248 0.0110
C -15.15297 -5.90852 15.25767 -0.0097
C -15.32996 -4.50137 15.21269 0.0141
C -14.23698 -3.68679 15.29264 -0.0064
N -12.99212 -4.15581 15.48062 0.0103
C -10.65249 -2.72640 17.69298 -0.0045
C -10.36559 -2.13689 18.98077 0.0028
C -10.40223 -0.76894 19.08459 0.0018
C -10.66795 -0.00423 17.91193 -0.0022
C -10.82090 -0.68113 16.72877 0.0021
N -10.82897 -2.00488 16.61081 0.0156
H -12.06364 -4.30091 17.69881 0.0006
H -10.61894 -4.55562 18.70110 -0.0004
H -9.44625 -6.38904 17.92559 -0.0001
H -9.10201 -6.62010 16.27084 0.0001
H -6.90609 -7.06765 16.99257 0.0003
H -4.58334 -6.00524 17.20424 0.0001
H -4.42458 -3.59573 17.77667 -0.0002
H -6.58206 -2.28711 17.91323 -0.0003
H -11.04359 -6.65876 15.32812 -0.0002
H -11.76340 -6.77973 16.92643 -0.0002
H -13.52095 -7.38586 15.66957 0.0029
H -15.98569 -6.59139 15.27361 -0.0023
H -16.32602 -4.09079 15.02948 0.0044
H -14.35533 -2.61481 15.17756 0.0030
H -10.13894 -2.82517 19.80523 0.0003
H -10.24343 -0.27183 20.04494 0.0007
H -10.81214 1.07931 17.99547 -0.0001
H -11.00935 -0.08350 15.81499 -0.0012
I -8.05652 -5.09864 11.74560 0.0043
C -8.27717 -4.97255 13.88875 -0.0123
H -7.24148 -4.84933 14.24315 0.0019
H -8.64857 -5.99132 14.19118 0.0014
C -9.90488 1.88647 12.03665 0.0334
C -9.21315 1.27157 13.10820 0.0294
C -9.52564 0.01577 13.54456 0.2067
C -10.62270 -0.69249 12.97120 -0.0183
C -10.99010 -2.01533 13.29914 0.1123
C -12.09500 -2.60444 12.75170 0.0790
C -12.86585 -1.91973 11.77955 -0.0480
C -12.48819 -0.68454 11.33559 0.2335
C -11.37200 -0.00420 11.90921 -0.0583
C -10.96511 1.24739 11.44202 0.2204
H -9.62843 2.90823 11.77107 0.0215
H -8.42725 1.84171 13.58534 0.0187
H -8.91298 -0.45292 14.31750 0.0414
H -12.37940 -3.59255 13.05259 0.0641
H -13.74697 -2.40348 11.35371 0.0134
H -13.00332 -0.14281 10.50394 0.0118
H -11.48753 1.66192 10.59401 0.0081

9
Properties=species:S:1:pos:R:3:mulliken_spin:R:1 method="wB97M-V/def2-TZVPD" homo_lumo_gap_ev="6.6993 / 7.3596" spin_multiplicity=3 e_lumo_ev="0.07 / -2.29" de_lowest_kcal_mol=89.0
C 1.47661 0.51631 0.27708 0.0866
C -1.77187 0.10016 0.48428 1.0126
O 2.11582 1.24031 -0.43379 0.2440
F -2.41798 -0.83861 -0.28316 0.0568
F -2.18488 1.28686 0.01102 0.0600
P -0.00578 -0.28611 -0.15547 0.4404
H 2.08955 0.25694 1.18265 0.0166
H 0.04228 -1.70798 0.31346 0.0224
H 0.65625 -0.56787 -1.39608 0.0606